Model w:
Here is the molecule C17H18ClNO2 from the Open Molecules 2025 dataset. Energies are from ωB97M-V/def2-TZVPD.

XYZ file:
```
39
Properties=species:S:1:pos:R:3:mulliken_charge:R:1
C 4.2102 0.2570 -1.1079 -0.77
C 3.1570 0.8884 -0.4380 1.09
C 5.1233 -0.5075 -0.4125 0.37
C -1.3478 1.4917 -0.1025 0.43
C 3.9864 -0.0675 1.6144 -0.94
H 6.0528 -2.5437 1.3155 0.34
H 5.8168 -1.5507 2.7620 0.37
H -7.7104 -2.4231 -0.2088 0.24
H 0.6610 2.9212 -1.3373 0.39
N 2.3114 1.7033 -1.1532 -0.16
H 1.1272 2.5641 0.3200 0.32
C -4.7447 -1.1037 -0.2729 0.92
O -5.7647 -1.9886 -0.3610 -0.45
O -1.4748 2.6125 0.3437 -0.65
C -3.7548 1.0407 0.1363 -0.86
C -3.4734 -1.6081 -0.5698 -0.87
Cl 6.4075 -1.2620 -1.3008 -0.24
H 0.3487 0.1994 0.0211 0.48
C -7.0729 -1.5509 -0.0745 -0.83
H -7.3907 -0.7611 -0.7622 0.34
C -2.4853 0.5499 -0.1699 0.25
H 4.3140 0.3749 -2.1763 0.35
H -1.3995 -1.2224 -0.7513 0.38
H 3.8885 -0.1903 2.6834 0.30
H -0.1563 0.5789 -1.6305 0.43
C -0.0146 0.9976 -0.6315 -0.28
H 7.0469 -1.1155 1.5664 0.35
H -5.8378 0.6587 0.3233 0.38
C -4.8743 0.2370 0.0849 -0.28
H -3.3911 -2.6498 -0.8372 0.41
C 3.0587 0.7046 0.9431 -0.48
H 2.2637 1.1711 1.5021 0.33
H 2.3782 1.5923 -2.1540 0.25
C 1.0215 2.1299 -0.6760 -1.29
H -7.1598 -1.1945 0.9564 0.34
C 5.0418 -0.6931 0.9644 0.49
H -3.8442 2.0806 0.4135 0.43
C -2.3640 -0.7972 -0.5225 -0.29
C 6.0456 -1.5242 1.7000 -1.59
```

Values from the calculation:
Frontier orbital gap ... 8.19 eV
E_HOMO ... -7.744 eV
SMILES ... COc1ccc(C(=O)CCNc2ccc(C)c(Cl)c2)cc1

Model x:
Here is the molecule C17H18ClNO2 from the Open Molecules 2025 dataset. Energies are from ωB97M-V/def2-TZVPD.

XYZ file:
```
39
Properties=species:S:1:pos:R:3:mulliken_charge:R:1
H 2.8172 -0.3603 -0.5365 0.27
C 2.0667 -3.6272 -0.9108 -0.51
H 1.4403 4.5854 1.9411 0.33
C 0.6647 4.7984 1.2088 -1.30
H -4.1725 -2.2564 -2.6201 0.39
O -1.3275 0.9127 1.6335 -0.66
H -4.6775 -2.2028 -0.1988 0.40
C -2.3449 -1.1745 -2.4152 -0.63
H 2.2658 0.2775 1.8176 0.51
C 0.8562 -3.6525 -0.2399 -0.80
C -3.7730 -1.7510 -0.5762 -0.71
C -2.8937 -1.1353 0.2925 -0.34
C -3.4915 -1.7780 -1.9327 -0.43
C 1.7790 2.0018 0.6009 -0.24
H -0.0462 5.4863 1.6576 0.43
H 0.3082 -4.5779 -0.1434 0.40
O 0.7095 2.6594 -0.0218 -0.32
H 1.1204 5.2760 0.3443 0.30
H 3.7211 -2.4084 -1.5077 0.39
H -0.5798 -2.5404 0.8787 0.53
N 0.4974 -0.1279 0.7882 0.48
C -1.7118 -0.5599 -0.1684 -0.49
H 0.8168 1.1652 2.3550 0.44
C 1.0295 -1.2905 0.2067 0.12
Cl -0.0769 0.2347 -2.1921 -0.17
H 2.3756 2.6861 1.2187 0.30
H 2.4025 1.6593 -0.2295 0.26
H -0.4688 3.0025 1.6534 0.23
H -3.1029 -1.0911 1.3512 0.44
C 1.3680 0.8008 1.4832 -1.42
C -1.4608 -0.5628 -1.5387 0.88
H -2.1300 -1.1662 -3.4721 0.44
H 2.4640 -4.5283 -1.3524 0.40
C 2.2600 -1.2782 -0.4449 0.12
C -0.0696 3.5301 0.7799 -0.04
C -0.8428 0.1386 0.8288 0.81
C 2.7695 -2.4382 -0.9981 -0.84
H -0.9089 3.7930 0.1314 0.30
C 0.3467 -2.5002 0.3276 -0.24
```

Values from the calculation:
Frontier orbital gap ... 9.22 eV
E_HOMO ... -8.525 eV
SMILES ... CCOCCN(C(=O)c1ccccc1Cl)c1ccccc1

It is model x that is the least stable of them.